[1]
14
Properties=species:S:1:pos:R:3:forces:R:3 method="wB97M-V/def2-TZVPD" e_homo_ha=-0.534 lumo_energy_ha=-0.2189 charge=+1 homo_lumo_gap_ha=0.3150
C -1.047229 0.691830 -1.150507 1.6 0.9 -0.6
C -0.305160 -1.629401 1.362874 2.3 -2.6 1.1
C 0.344046 0.322858 -0.971419 -0.1 3.2 -0.8
C 1.262230 1.010281 -0.052942 -0.6 1.0 0.8
N -2.171620 0.424699 -0.613078 -1.6 1.6 -1.6
N -2.027654 -0.409757 0.343951 -3.7 -0.1 1.4
N -1.063651 -1.008945 0.614243 1.7 -2.6 0.8
S -0.235398 1.548005 -2.277960 -0.6 0.2 -1.1
H 0.105983 -2.718843 1.342108 -1.4 1.8 -0.8
H 0.163752 -1.056213 2.124409 0.3 0.6 0.8
H 0.609787 -0.566317 -1.367346 1.0 -2.9 -1.3
H 0.794547 2.003765 0.218375 1.1 -1.0 -0.2
H 2.307198 1.006194 -0.359703 -0.2 0.5 -0.4
H 1.263170 0.381846 0.786994 0.2 -0.5 1.9


[2]
14
Properties=species:S:1:pos:R:3:forces:R:3 method="wB97M-V/def2-TZVPD" e_homo_ha=-0.293 lumo_energy_ha=0.0295 homo_lumo_gap_ha=0.3229
C -0.474026 0.586056 -1.434134 1.5 -2.2 -0.9
C 0.054928 -0.739778 -1.287248 -1.7 3.0 0.4
C 0.681544 -1.561502 -0.340153 -0.8 -0.5 -3.7
C -0.155552 0.598610 1.517751 -3.2 9.2 -1.8
H -0.602328 2.533813 -0.859312 -0.7 1.5 -1.7
H -1.027494 0.788398 -2.376186 0.9 0.0 0.6
H -0.094359 -1.345148 -2.113183 -0.8 -0.6 -1.9
H 0.873042 -2.562436 -0.733964 0.6 0.3 -0.2
H 0.606681 -0.627873 2.629973 0.1 -1.0 0.0
H -0.564460 1.047166 2.430802 0.6 -0.8 0.3
N -0.283688 1.644982 -0.642056 -0.3 -1.7 0.3
N 0.934070 -1.518990 0.863806 0.1 0.9 5.6
N 0.381048 -0.523378 1.655667 3.0 -5.1 0.1
N -0.329406 1.680080 0.688236 0.6 -3.0 2.8


[3]
14
Properties=species:S:1:pos:R:3:forces:R:3 method="wB97M-V/def2-TZVPD" e_homo_ha=-0.340 lumo_energy_ha=0.0133 homo_lumo_gap_ha=0.3537
C 1.372513 -0.092981 0.337490 1.6 -3.0 1.7
C 1.120461 1.408989 -0.066008 -2.0 -0.1 -0.9
C -0.480368 0.796603 -0.059497 0.7 0.5 1.4
C -0.183530 -0.526815 -0.011911 3.0 1.5 -1.7
H 3.024811 -0.853142 -1.318465 -1.5 0.9 5.2
H 3.099147 -1.510947 0.448395 -1.1 1.6 -1.0
H 1.236257 -0.361645 1.524427 1.1 1.3 -2.7
H 1.689796 2.374047 0.384957 -2.0 -2.6 -0.2
H 1.165352 1.576419 -1.182167 0.6 -0.6 1.1
H -2.776259 1.394541 0.625197 4.3 -2.0 -3.2
N 2.786065 -0.626204 -0.058958 -0.5 -1.1 -3.4
N -1.820924 0.726983 -0.053571 -6.3 4.7 3.6
N -2.317109 -0.523466 0.002860 1.8 -0.2 -1.3
N -1.278541 -1.310751 -0.130729 0.2 -1.0 1.4


[4]
14
Properties=species:S:1:pos:R:3:forces:R:3 method="wB97M-V/def2-TZVPD" e_homo_ha=-0.320 lumo_energy_ha=0.0348 homo_lumo_gap_ha=0.3545
C 2.591605 -0.029662 0.031611 1.9 -3.0 0.7
C -0.740559 0.679192 -0.079181 2.0 1.3 1.1
C -2.255913 0.625575 -0.094106 0.5 0.4 1.2
C -0.673354 -0.667603 -0.035898 -2.3 -1.3 -1.0
H 3.067683 -0.879990 -0.524919 -0.5 0.9 -0.1
H 2.793832 -0.379800 1.069358 0.1 1.0 -0.3
H 3.013653 0.895143 -0.257194 0.5 0.9 0.1
H -2.673437 1.072480 -0.975001 -0.6 -0.1 -0.4
H -2.721953 0.987881 0.836609 0.0 0.0 -0.5
H -2.536064 -1.369395 0.683731 0.6 0.6 -1.0
N 1.221957 -0.029173 -0.193384 -2.3 1.1 -0.9
N 0.510177 1.156697 -0.093269 -0.2 -1.4 -0.5
N -2.088710 -0.875103 -0.120413 -1.0 -1.1 0.4
N 0.491080 -1.186238 -0.247946 1.4 0.8 1.1


[5]
14
Properties=species:S:1:pos:R:3:forces:R:3 method="wB97M-V/def2-TZVPD" e_homo_ha=-0.312 lumo_energy_ha=0.0149 homo_lumo_gap_ha=0.3269
C -2.317406 0.235538 -0.125382 -4.0 0.6 -0.9
C -1.642296 -0.907984 0.052122 -2.1 0.5 -0.4
C -0.233614 -0.689844 0.187388 1.7 2.8 0.3
C 2.378766 -0.093790 -0.085616 1.5 -2.4 1.2
H -3.522043 0.216431 -0.503621 3.5 0.0 1.5
H -1.859535 1.250819 0.028091 -0.7 -1.4 -0.7
H -2.204528 -1.902378 0.062428 1.5 1.4 -0.2
H 3.480250 0.163112 -0.342971 -1.8 -0.7 0.8
H 1.626017 1.389474 -0.888384 0.0 3.1 -4.5
H -0.112325 1.354747 1.212307 1.4 -1.3 -1.3
N 0.654967 -1.538360 -0.060134 -1.3 -0.9 1.1
N 1.972330 -1.312442 0.192142 2.7 1.8 -1.3
N 1.570541 0.986609 -0.058866 -1.7 -1.1 3.7
N 0.208875 0.848064 0.330490 -0.9 -2.4 0.7


[6]
14
Properties=species:S:1:pos:R:3:forces:R:3 method="wB97M-V/def2-TZVPD" e_homo_ha=-0.329 lumo_energy_ha=0.0185 homo_lumo_gap_ha=0.3477
C -1.793160 -0.093197 -0.147931 0.5 1.3 1.2
C 0.352194 -0.457627 -0.651833 -2.9 0.3 1.1
C 1.686582 -0.887619 -0.239085 1.5 0.8 3.3
C 1.510467 0.575285 0.603967 -1.8 -1.5 -1.3
H -3.346220 -1.138345 0.332134 0.2 -0.6 -0.3
H 2.613869 -0.904882 -0.943416 -2.0 -0.1 1.4
H 1.564883 -1.685652 0.662736 0.8 1.3 -2.9
H 0.976207 0.381171 1.599865 0.7 0.5 -1.7
H 2.323087 1.286161 0.625914 0.0 0.1 -0.1
H -1.438003 1.925887 -0.958600 1.3 -2.2 3.0
N -3.043045 -0.195271 0.179201 2.7 1.6 -0.9
N -0.771939 -1.025480 -0.254615 1.7 -0.8 -1.5
N 0.357514 1.009221 -0.633527 -0.1 -3.3 2.1
N -0.992431 1.210350 -0.174808 -2.5 2.8 -3.3


[7]
14
Properties=species:S:1:pos:R:3:forces:R:3 method="wB97M-V/def2-TZVPD" e_homo_ha=-0.337 lumo_energy_ha=0.0226 homo_lumo_gap_ha=0.3594
C 1.346062 0.026992 -0.194653 1.1 -1.5 3.8
C -0.651898 0.714540 -0.420986 0.4 -0.4 2.9
C -2.092895 0.639348 0.343150 -0.4 7.4 -0.2
C -1.925468 -0.712660 0.317679 1.5 -8.6 -0.9
H 2.687914 1.208380 0.530167 1.3 -4.7 -0.4
H 2.968318 -0.659793 1.328026 -1.5 2.8 -4.4
H -2.847187 1.050971 -0.300473 -0.6 -0.3 -0.7
H -2.365463 1.220792 1.261667 1.5 -0.6 -0.4
H -1.961189 -1.561603 1.080974 0.8 2.1 0.1
H -2.514033 -1.224981 -0.384283 -1.6 -0.3 -1.1
N 2.757416 -0.010428 0.252618 -1.1 4.2 3.1
N 0.522094 1.204039 -0.144012 1.8 -0.3 -1.0
N -0.607560 -0.625772 -0.513992 0.1 -2.7 1.4
N 0.753312 -1.145423 -0.135645 -3.2 2.9 -2.2


[8]
14
Properties=species:S:1:pos:R:3:forces:R:3 method="wB97M-V/def2-TZVPD" e_homo_ha=-0.320 lumo_energy_ha=0.0321 homo_lumo_gap_ha=0.3516
C -0.665421 1.158639 -0.234943 1.6 -0.6 2.7
C 0.703851 0.769897 0.163952 -2.6 -0.9 -1.2
C 2.240586 0.668112 0.137188 -0.6 1.0 -3.6
C 0.716716 -0.639635 0.079757 -4.9 0.6 -1.3
H -3.501579 -0.521030 -0.469809 3.1 1.7 1.5
H -2.982288 -0.302635 1.172437 1.3 1.0 -2.6
H -1.198427 2.170716 -0.124412 0.8 -2.1 -0.5
H 2.673691 1.109232 -0.765671 0.2 0.7 0.5
H 2.839526 0.782315 0.992822 0.4 0.8 1.2
H 2.449595 -1.205534 0.729840 0.2 0.0 -2.9
N -2.747977 0.076420 0.154433 -3.4 -2.9 0.7
N -1.395408 -0.068486 -0.196086 2.1 1.8 0.4
N 2.166725 -0.773276 -0.253122 -1.2 -2.4 5.3
N -0.631185 -1.202536 -0.049644 3.0 1.4 -0.2


[9]
14
Properties=species:S:1:pos:R:3:forces:R:3 method="wB97M-V/def2-TZVPD" e_homo_ha=-0.295 lumo_energy_ha=0.0081 homo_lumo_gap_ha=0.3027
C 1.447215 1.596950 0.029881 -1.7 4.1 -1.8
C 0.941921 0.365802 0.449148 0.3 5.5 -2.9
C 0.839758 -1.659662 -0.282629 1.6 3.3 0.9
C -1.518931 0.735581 0.166449 1.2 -0.7 -1.0
H 2.128271 1.860186 -0.865243 0.1 -2.3 2.0
H 0.971305 2.750022 -0.153455 0.0 -3.3 2.1
H 1.174330 -2.555128 -0.845709 -0.8 0.5 0.8
H -0.502497 -2.189575 1.196731 0.0 3.1 -2.2
H -1.336974 1.882370 0.202515 -0.4 -2.2 -0.1
H -2.537547 -0.914778 -0.359891 1.0 2.0 -0.2
N 1.627391 -0.597909 -0.170205 0.1 -5.6 -1.3
N -0.403224 -1.391196 0.371021 -0.3 -4.0 1.4
N -0.391027 -0.027910 0.728590 0.0 -0.3 1.3
N -2.439988 0.145245 -0.467205 -0.9 0.0 1.1


[10]
14
Properties=species:S:1:pos:R:3:forces:R:3 method="wB97M-V/def2-TZVPD" e_homo_ha=-0.313 lumo_energy_ha=0.0201 homo_lumo_gap_ha=0.3335
C 1.153809 -0.169645 0.164039 2.7 -3.1 0.0
C -1.323484 1.080317 -0.038450 2.6 -1.7 -3.0
C -0.884123 -0.209629 -0.720846 0.6 -1.7 1.8
C -0.110102 -0.861722 0.568410 -3.0 0.1 -0.5
H 2.487991 -1.509346 -0.239061 0.0 0.4 0.7
H 1.738436 1.835659 0.003938 -1.3 -1.9 -0.2
H -2.281336 1.384523 0.253825 -1.4 0.6 -0.1
H 0.136833 -0.106083 -1.494836 -4.3 -0.4 1.5
H -1.956040 -1.587269 0.510990 1.5 -0.2 -2.3
H -0.800572 -0.712124 1.454290 2.6 1.1 -0.1
N 2.349249 -0.492970 -0.188306 -0.5 -1.9 0.3
N 0.958295 1.117306 -0.059579 -1.6 7.8 0.1
N -0.310240 1.853486 0.023876 1.7 -0.3 1.9
N -1.158713 -1.622499 -0.238293 0.3 1.3 0.0


[11]
18
Properties=species:S:1:pos:R:3:forces:R:3 method="wB97M-V/def2-TZVPD" e_homo_ha=-0.306 lumo_energy_ha=0.0125 homo_lumo_gap_ha=0.3185
C 1.608282 0.850083 -2.329181 1.5 0.8 -1.7
C 0.401315 0.470892 -1.894950 -1.6 1.0 -0.6
C 2.060236 -0.346666 -0.664853 -0.7 0.5 -2.3
C 0.997961 -1.942865 0.882114 0.1 -0.6 -0.8
N 2.660921 0.296193 -1.625644 -0.4 0.5 0.4
N 0.677813 -0.329512 -0.829102 0.7 -2.6 4.6
N 0.087348 -0.920294 0.536231 0.0 3.1 -3.0
N -1.437911 0.967121 1.001279 3.0 -3.1 0.2
O -0.056712 -0.239460 2.928331 -0.6 -0.6 1.0
O 0.971725 1.435121 1.493350 0.5 0.7 -0.5
S 2.761569 -1.260444 0.566873 -0.7 -1.3 1.7
S 0.028671 0.401519 1.673221 -2.1 -0.5 -2.2
H 1.788954 1.491893 -3.208140 -0.1 -0.6 0.6
H -0.525568 0.717385 -2.418435 0.1 -0.5 0.9
H 0.629332 -2.139431 1.925269 1.3 -0.7 -0.9
H 0.816974 -2.710406 0.064437 0.4 0.3 1.6
H -2.245175 0.519142 1.339346 -1.1 -0.4 0.6
H -1.353578 1.901870 1.099598 -0.5 3.9 0.3


[12]
15
Properties=species:S:1:pos:R:3:forces:R:3 method="wB97M-V/def2-TZVPD" e_homo_ha=-0.317 lumo_energy_ha=0.0137 homo_lumo_gap_ha=0.3304
C 1.279454 1.011758 1.100992 -0.6 -0.9 -1.9
C -0.252414 -0.210134 0.072123 0.9 -0.7 1.5
C 1.140289 -0.826393 -0.186535 -0.4 -2.8 -2.0
C -1.612854 -0.188120 -0.526529 1.5 -0.5 -0.2
N 0.027603 0.934397 0.847361 0.6 1.6 1.1
N 1.415687 -1.904935 -0.875393 -0.5 2.5 1.0
N 2.026954 -0.046775 0.550804 -3.7 -0.1 1.0
N -2.347035 0.965006 -0.519261 -2.4 2.2 0.4
S -1.476057 -1.322017 0.936640 0.0 -0.1 -0.5
H 1.781112 1.849693 1.517623 0.2 0.4 0.7
H -1.719519 -0.579049 -1.517341 0.2 -1.2 -0.2
H 2.427485 -2.076142 -0.885970 -0.3 -0.1 0.2
H 2.903065 0.000330 0.197577 3.4 0.5 -0.7
H -3.252934 0.737691 -1.037821 1.5 1.3 1.6
H -2.340830 1.654692 0.325729 -0.2 -2.2 -2.1


[13]
17
Properties=species:S:1:pos:R:3:forces:R:3 method="wB97M-V/def2-TZVPD" e_homo_ha="-0.477 / -0.500" lumo_energy_ha="-0.2482 / -0.2249" charge=+1 homo_lumo_gap_ha="0.2288 / 0.2747"
C -0.805894 -0.277855 1.059677 2.6 0.2 1.2
C 0.654798 -0.102890 1.038041 -1.1 1.5 3.7
C -1.718948 -0.740275 0.065926 -2.6 -1.6 2.5
C 2.829707 0.202740 0.321822 1.5 -0.5 1.1
N -1.238167 -0.004935 2.285201 0.0 -0.2 -1.8
N 0.950755 0.351412 2.381693 0.4 -0.9 -2.9
N 1.508579 -0.102099 0.109429 -1.9 0.2 -2.5
N -1.459209 -1.493716 -1.003254 0.1 1.3 -1.0
N -2.978521 -0.671720 0.558624 -1.2 0.1 1.4
O -0.187309 0.378542 2.988857 -0.8 0.1 1.7
S -0.146026 -2.015769 -1.869138 1.0 -0.1 0.4
H 3.281257 0.907255 -0.378618 -0.5 0.4 0.1
H 3.009520 0.416627 1.397509 0.7 -0.1 -0.9
H 3.235635 -0.736119 -0.058383 1.1 -0.3 0.5
H -2.212740 -1.483817 -1.641140 -1.6 -0.4 -0.4
H -3.051369 -0.495703 1.649816 0.3 0.1 -3.1
H -3.901051 -0.974107 0.145753 1.9 0.2 0.1


[14]
12
Properties=species:S:1:pos:R:3:forces:R:3 method="wB97M-V/def2-TZVPD" e_homo_ha=-0.575 lumo_energy_ha=-0.2330 charge=+1 homo_lumo_gap_ha=0.3424
C -0.769187 -0.787369 0.687903 0.5 -3.7 -1.6
C -0.705685 0.619777 -0.706627 2.1 7.0 -5.1
C -1.869442 -0.075847 -0.134556 -0.9 -0.1 1.6
C 1.611385 0.174128 -0.060170 3.6 -1.0 -0.1
N 0.205510 0.062425 -0.041359 -1.2 -0.9 0.8
O -3.041538 0.067239 -0.090999 0.8 -0.3 -0.4
H -0.731769 -0.647767 1.694804 -0.2 0.7 2.9
H -0.566687 -1.879877 0.498308 -0.4 1.0 0.0
H -0.279145 1.941889 -1.573980 -1.5 -4.0 2.3
H 2.123793 0.718252 0.800685 -1.3 -0.5 -0.9
H 2.164727 -0.869310 -0.057729 -1.6 1.8 -0.1
H 1.858038 0.676465 -1.016282 0.1 -0.2 0.7


[15]
13
Properties=species:S:1:pos:R:3:forces:R:3 method="wB97M-V/def2-TZVPD" e_homo_ha="-0.550 / -0.550" lumo_energy_ha="-0.1833 / -0.1833" charge=+1 homo_lumo_gap_ha="0.3662 / 0.3662"
C -2.079611 0.294244 0.203881 0.5 -0.1 -0.6
C -0.804979 0.946142 0.288697 -0.8 -1.3 -0.6
C -1.886681 -0.872991 -0.593200 0.0 4.0 2.3
C 2.353808 -0.222199 0.273785 -1.1 0.2 0.5
N 0.152375 0.238140 -0.264741 -3.1 -2.9 -1.1
O -0.653316 -0.973809 -0.895408 3.8 0.1 -0.7
O 1.371886 0.418803 -0.637042 -0.4 0.1 -0.3
H -3.019932 0.672914 0.613752 0.6 -0.2 -0.3
H -0.402414 1.872381 0.607173 -0.5 1.0 0.9
H -2.588253 -1.539955 -1.046950 -0.2 -0.6 0.1
H 3.215658 0.427128 0.193169 0.5 -0.6 -0.7
H 2.362045 -1.299425 -0.017476 0.6 1.0 0.6
H 1.979408 0.038628 1.274364 0.0 -0.9 -0.1


[16]
14
Properties=species:S:1:pos:R:3:forces:R:3 method="wB97M-V/def2-TZVPD" e_homo_ha=-0.106 lumo_energy_ha=0.1205 charge=-1 homo_lumo_gap_ha=0.2269
C 1.526776 -0.251944 -0.597305 0.4 0.9 -4.1
N 0.716177 1.175343 -0.733096 0.7 -1.2 0.7
C 0.094747 0.504019 1.547006 0.2 -0.5 0.5
C 0.049473 0.346220 0.052181 -2.2 1.7 0.5
C -1.206171 -0.546023 -0.518980 0.8 -0.7 1.2
O -1.468517 0.017698 -1.801071 -0.4 0.1 -0.6
O -2.146853 -0.560468 0.362021 -0.7 0.5 0.1
O 2.184424 -0.809620 0.190724 1.3 -0.8 2.7
H 1.629571 -0.551474 -1.649967 -0.4 0.1 -0.1
H -0.818061 0.721980 -1.944692 0.2 0.0 0.1
H 0.498500 -0.415032 1.979241 0.0 0.0 0.1
H 0.679331 1.360762 1.888368 0.2 -0.1 -0.4
H -0.918744 0.592433 1.917481 -0.3 -0.1 -0.2
H -0.820655 -1.583900 -0.691909 0.3 0.0 -0.4


[17]
12
Properties=species:S:1:pos:R:3:forces:R:3 method="wB97M-V/def2-TZVPD" e_homo_ha=-0.320 lumo_energy_ha=-0.0211 homo_lumo_gap_ha=0.2991
C 0.020187 1.067704 0.197083 4.4 -3.9 0.2
C 1.335242 1.354521 -0.080176 -2.7 3.2 -1.2
C -0.097633 -0.450544 0.475564 -0.9 0.4 2.4
C -1.228758 -1.153572 -0.376172 1.1 2.2 0.5
N 2.163373 0.351790 -0.305452 2.6 -2.4 0.4
P 1.681030 -1.088626 0.147989 -1.5 0.3 0.1
H -0.785089 1.663101 0.203680 -2.6 2.3 0.2
H 1.758390 2.345902 -0.381361 -0.8 -0.6 0.6
H -1.550691 -2.103371 0.098514 0.6 0.2 -1.1
H -0.753312 -1.029098 -1.407460 -1.6 -1.1 0.9
H -2.054171 -0.426035 -0.194772 0.2 -0.7 -0.8
H -0.488573 -0.531768 1.622567 1.3 0.1 -2.3


[18]
12
Properties=species:S:1:pos:R:3:forces:R:3 method="wB97M-V/def2-TZVPD" e_homo_ha=-0.513 lumo_energy_ha=-0.2054 charge=+1 homo_lumo_gap_ha=0.3080
C 0.109494 1.257120 0.055312 -1.1 0.1 -0.5
C -1.277975 0.806735 -0.228909 -2.0 0.9 -1.8
C 1.429114 -0.933687 0.478665 1.0 -2.6 1.3
C -0.588891 -0.556335 -0.594507 0.6 0.3 0.1
N 0.719984 0.144904 -0.183002 -1.8 -0.8 -1.7
S -0.296185 -1.771024 0.704196 1.2 -0.5 0.3
H 0.410214 2.232265 0.315452 1.1 0.8 0.9
H -1.951649 0.821170 0.681016 1.0 -0.3 -0.7
H -1.939846 1.383758 -1.034074 1.7 -1.2 1.4
H 2.215352 -1.606612 -0.087352 -1.9 1.8 0.6
H 1.823874 -0.718482 1.489150 0.0 0.4 -0.8
H -0.653487 -1.059813 -1.595947 0.1 1.1 0.7


Max |F|: 3.95 9.88 8.67 3.66 5.50 5.02 8.81 5.93 6.21 8.00 5.30 3.86 4.10 8.90 4.60 4.17 5.82 3.13 (eV/A)
Relative energy (zero: lowest compared OMol25 entry of this formula, charge and spin): 160.4 106.8 192.3 91.9 123.2 106.1 144.7 145.8 128.7 171.6 7.4 33.1 50.5 92.7 97.4 145.0 32.0 61.0 (kcal per mole)